1.
{
  "formula": "C5H14N2O",
  "method": "ωB97M-V/def2-TZVPD",
  "e_homo_ev": [-14.2, -13.5],
  "spin_multiplicity": 2,
  "lumo_ev": [-2.59, -8.10],
  "de_lowest_kcal_mol": 59.74,
  "s2": 0.76,
  "total_energy_ev": -10429.5917,
  "total_charge": 1,
  "elements": ["C", "N", "C", "C", "O", "C", "N", "C", "H", "H", "H", "H", "H", "H", "H", "H", "H", "H", "H", "H", "H", "H"],
  "xyz": [[0.1880, -0.1809, -2.3625], [-0.4311, 0.4524, -1.1364], [0.4193, 0.2029, -0.0334], [1.3505, 1.4224, 0.3432], [1.3769, 2.2601, -0.8110], [-0.4766, -0.2818, 1.2206], [-0.7832, -1.6771, 0.8701], [-1.6606, -2.2555, 1.9637], [1.3193, -0.0070, -2.2882], [-0.2579, 0.2779, -3.2268], [0.2231, -1.2690, -2.3655], [-0.4647, 1.4738, -1.3670], [1.1519, -0.5625, -0.1712], [1.1518, 1.9937, 1.2411], [2.3449, 1.0138, 0.3992], [1.9821, 2.9819, -0.6002], [0.1396, -0.2399, 2.1018], [-1.3653, 0.3060, 1.3043], [-1.3718, -1.5825, 0.0428], [-1.2829, -2.0222, 2.9672], [-1.5342, -3.3228, 1.9070], [-2.6588, -1.8350, 1.9330]],
  "mulliken_charge": [-0.85, -0.20, 0.38, -0.71, -0.57, -1.02, -0.34, -0.85, 0.35, 0.38, 0.35, 0.38, 0.38, 0.44, 0.34, 0.35, 0.54, 0.41, 0.26, 0.34, 0.32, 0.34]
}

***

2.
{
  "formula": "C10H20BClGaO6",
  "method": "ωB97M-V/def2-TZVPD",
  "e_homo_ev": -4.7,
  "lumo_ev": 2.65,
  "total_energy_ev": -88555.0159,
  "total_charge": -1,
  "elements": ["C", "C", "O", "B", "O", "Ga", "C", "C", "O", "C", "C", "C", "C", "O", "O", "C", "C", "O", "Cl", "H", "H", "H", "H", "H", "H", "H", "H", "H", "H", "H", "H", "H", "H", "H", "H", "H", "H", "H", "H"],
  "xyz": [[-4.9391, 0.9522, 2.1788], [-3.9753, 1.7528, 1.1715], [-2.5665, 1.4907, 1.3512], [-2.0873, 0.4131, 0.5182], [-3.0025, -0.7221, 0.3518], [-0.2596, 0.3033, -0.4694], [-0.6496, 0.4277, -2.4990], [0.7582, 0.2662, -3.2913], [1.4298, 1.5706, -3.3871], [0.4409, -1.6517, -0.1556], [2.0368, -1.7485, -0.3359], [2.8339, -1.9264, 1.0545], [4.2678, -2.6090, 0.8664], [4.6342, -3.1208, -0.2056], [5.2262, -2.6355, 1.9395], [1.1865, 1.6183, 0.2004], [0.7477, 2.5601, 1.3932], [0.8130, 3.8073, 1.2157], [0.1933, 1.9693, 3.0354], [-5.7405, 0.4460, 1.5201], [-4.4156, 0.1113, 2.7387], [-5.5217, 1.6289, 2.8972], [-4.3119, 1.5513, 0.0865], [-4.1537, 2.8816, 1.3259], [-2.8496, -1.0497, -0.5661], [-1.2126, 1.3626, -2.8226], [-1.2782, -0.4953, -2.8024], [1.4159, -0.5327, -2.7992], [0.5292, -0.0303, -4.3867], [1.9495, 1.4975, -4.2213], [-0.0301, -2.3436, -0.9524], [0.1047, -2.0148, 0.8852], [2.3346, -2.5230, -1.1216], [2.3822, -0.7339, -0.7566], [3.0402, -0.8701, 1.4708], [2.2101, -2.4500, 1.8618], [4.7847, -2.3655, 2.7747], [1.6131, 2.2344, -0.6675], [2.0613, 0.9777, 0.6028]],
  "mulliken_charge": [-0.88, -0.27, -0.40, 0.98, -0.72, -0.96, -0.48, -0.37, -0.52, -0.39, -0.48, -0.71, 0.61, -0.54, -0.51, -0.31, 0.40, -0.57, -0.23, 0.24, 0.23, 0.28, 0.19, 0.30, 0.28, 0.33, 0.23, 0.14, 0.36, 0.29, 0.24, 0.36, 0.40, 0.13, 0.26, 0.36, 0.34, 0.31, 0.07]
}

***

3.
{
  "formula": "C3H3Cl2O2",
  "method": "ωB97M-V/def2-TZVPD",
  "e_homo_ev": -2.7,
  "lumo_ev": 3.61,
  "de_lowest_kcal_mol": 83.56,
  "total_energy_ev": -32297.5060,
  "total_charge": -1,
  "elements": ["C", "C", "C", "O", "O", "Cl", "Cl", "H", "H", "H"],
  "xyz": [[-2.2103, -0.6702, -0.2889], [-1.1087, 0.2475, -0.3608], [1.9744, 0.2790, 0.6668], [-2.2565, 0.2067, 0.6103], [-2.8316, -1.5347, -0.8091], [2.6437, 1.1423, -0.8529], [2.2392, -1.4475, 0.5527], [-1.0335, 1.0466, -0.9944], [-0.0977, 0.1085, -0.0396], [2.6810, 0.6218, 1.5160]],
  "mulliken_charge": [0.79, 0.02, -0.68, -0.36, -0.56, -0.33, -0.25, 0.21, 0.01, 0.15]
}

***

4.
{
  "formula": "C14H20F6NO15S2Zr",
  "method": "ωB97M-V/def2-TZVPD",
  "e_homo_ev": -12.0,
  "lumo_ev": -10.15,
  "de_lowest_kcal_mol": 534.25,
  "total_energy_ev": -86272.7503,
  "total_charge": 1,
  "elements": ["Zr", "C", "F", "F", "F", "S", "O", "O", "N", "S", "O", "O", "C", "F", "F", "F", "C", "C", "O", "O", "H", "H", "H", "C", "C", "O", "O", "H", "H", "H", "C", "C", "C", "O", "C", "O", "O", "H", "H", "H", "H", "H", "H", "C", "C", "C", "O", "C", "O", "O", "H", "H", "H", "H", "H", "H", "O", "H", "H"],
  "xyz": [[-1.5432, -1.7466, -5.0993], [-5.6168, 2.3799, -2.9755], [-4.8309, 3.1418, -3.8422], [-4.9596, 2.0694, -1.8976], [-6.5981, 3.1260, -2.4584], [-6.3026, 0.7659, -3.8544], [-7.7227, 0.6849, -3.5398], [-6.0959, 1.0298, -5.2529], [-5.1507, -0.5412, -3.3805], [-6.1895, -1.5169, -2.5439], [-7.4724, -1.9695, -3.1859], [-5.3514, -2.6480, -2.1681], [-6.5376, -0.6669, -0.8045], [-7.4302, -1.4724, -0.2282], [-5.4481, -0.5478, -0.0179], [-7.1271, 0.4988, -0.9829], [0.5612, -1.5406, 0.8766], [0.0082, -1.6439, -0.5118], [-0.2123, -0.5743, -1.1236], [-0.2219, -2.6102, -1.1931], [0.0869, -2.2214, 1.5835], [0.6640, -0.5432, 1.3041], [1.6321, -1.7134, 0.7700], [4.4713, -3.2560, -6.4070], [3.0018, -2.8800, -6.2758], [2.0861, -3.6673, -6.1334], [2.6289, -1.7440, -6.0214], [4.7763, -3.6789, -5.4498], [5.0815, -2.3567, -6.4913], [4.6450, -3.9710, -7.2112], [-1.1171, -0.5622, 7.3858], [-2.1447, 0.4152, 7.9364], [-3.4587, 0.5644, 7.2117], [-4.3271, 0.3677, 8.2776], [-3.7477, -0.0909, 9.3997], [-4.3719, -0.4739, 10.3693], [-2.4424, -0.0609, 9.2560], [-1.1029, -0.5820, 6.2961], [-1.2486, -1.5856, 7.7372], [-0.1331, -0.3354, 7.7961], [-1.8942, 1.4730, 8.0160], [-3.6479, -0.2672, 6.5330], [-3.4929, 1.5230, 6.6941], [7.0877, 0.7757, -1.1386], [7.6291, 1.9859, -0.3989], [7.2832, 2.1517, 1.0851], [8.6591, 2.3438, 1.5876], [9.5756, 2.2655, 0.6176], [10.7941, 2.2801, 0.7923], [8.9785, 1.9655, -0.5262], [6.0432, 0.5780, -0.8979], [7.7337, -0.0878, -0.9799], [7.0189, 1.0716, -2.1854], [7.2433, 2.9127, -0.8236], [6.8216, 1.2126, 1.3902], [6.6121, 2.9609, 1.3732], [-1.1287, 1.9580, -6.0320], [-1.6001, 2.5454, -6.6227], [-0.4543, 2.5084, -5.6340]],
  "mulliken_charge": [1.81, 0.69, -0.22, -0.22, -0.23, 0.94, -0.48, -0.67, -0.38, 0.97, -0.53, -0.67, 0.68, -0.22, -0.20, -0.20, -0.89, 0.84, -0.43, -0.45, 0.30, 0.33, 0.29, -0.83, 0.78, -0.48, -0.47, 0.27, 0.31, 0.31, -1.30, 0.38, -0.43, -0.33, 0.66, -0.55, -0.33, 0.34, 0.36, 0.34, 0.30, 0.26, 0.32, -1.34, 0.41, -0.34, -0.33, 0.68, -0.56, -0.33, 0.38, 0.36, 0.33, 0.22, 0.25, 0.28, -0.61, 0.32, 0.32]
}